A structure of composition CKO3 in a non-equilibrium geometry. Source: OMol25; level of theory: ωB97M-V/def2-TZVPD.

Computed properties:
LUMO = 1.312 eV
ΔE to the lowest compared entry with this formula, charge and spin = 970.2 kJ/mol

Structure (ORCA input):
```
! wB97M-V def2-TZVPD RIJCOSX def2/J DEFGRID3
* xyz -1 1
K 0.06649 3.79275 0.02069
O 0.25102 -3.30378 -0.63399
O -0.09262 0.91839 -0.34230
O -0.10227 -1.13040 0.05898
C -0.12262 -0.27696 0.89662
*
```

Atom charges from the Mulliken analysis, given in e for atoms 1 to 2: number 1, K, carries 0.6703; number 2, O, carries -0.4434